Computed, not measured: a single C4H7N3 molecule at a distorted geometry, with wB97M-V/def2-TZVPD.

Last column: natural (NBO) charge in e.
Geometry (Å):
C -1.788 -1.097 -0.247  -0.38
C -0.546 -0.530 0.004  -0.08
C 0.739 -1.087 0.357  -0.27
C -0.216 0.998 -0.017  0.39
H -2.485 -0.202 -0.293  0.26
H -1.938 -2.120 -0.057  0.21
H 1.105 -2.193 -0.069  0.21
H 0.961 -1.223 1.492  0.22
H 1.967 -0.338 -1.189  0.35
H 1.624 1.981 0.028  0.40
H -1.045 2.923 0.167  0.35
N 1.729 -0.114 -0.257  -0.46
N 1.123 1.178 -0.012  -0.46
N -1.229 1.823 0.091  -0.74

Results
SMILES string = [H]/N=C1\NNCC1=C
E_HOMO = -8.558 eV
orbital gap = 9.41 eV


Computed, not measured: 7 unconnected molecules or ions with the total composition C24H46FO11P, with wB97M-V/def2-TZVPD.

Last column: Mulliken charge in e.
Geometry (Å):
O 1.891 -2.901 -6.064  -0.62
P 1.609 -4.309 -6.409  0.55
C -0.001 -4.711 -7.254  0.53
O -0.044 -5.713 -7.899  -0.50
O -1.040 -3.869 -7.109  -0.37
C -2.162 -4.257 -6.265  0.54
C -2.876 -2.975 -5.867  -1.12
C -2.317 -2.205 -4.682  -0.32
O -0.997 -1.728 -4.884  -0.53
C -1.690 -5.143 -5.117  -0.70
C -2.676 -5.578 -4.065  0.08
O -2.490 -6.425 -3.262  -0.50
F -3.860 -4.913 -4.096  -0.22
H 2.498 -4.878 -7.332  0.09
H 1.553 -5.205 -5.336  0.09
H -2.840 -4.828 -6.907  0.38
H -2.826 -2.338 -6.758  0.53
H -3.933 -3.178 -5.693  0.42
H -3.004 -1.381 -4.474  0.22
H -2.267 -2.827 -3.784  0.27
H -0.893 -1.450 -5.798  0.35
H -0.887 -4.629 -4.574  0.32
H -1.269 -6.082 -5.483  0.58
C -3.621 0.117 -0.579  -0.51
C -4.421 -0.288 -1.786  0.82
O -3.991 -0.177 -2.913  -0.59
C -5.800 -0.849 -1.526  -1.24
H -2.653 0.502 -0.883  0.31
H -4.158 0.885 -0.017  0.09
H -3.470 -0.740 0.079  0.09
H -6.405 -0.111 -0.995  0.35
H -5.730 -1.739 -0.899  0.33
H -6.280 -1.105 -2.468  0.33
C 0.469 0.334 2.961  -1.12
C -0.725 -0.209 2.221  0.88
O -1.412 0.488 1.508  -0.44
C -1.031 -1.678 2.411  -1.16
H 0.594 1.391 2.752  0.27
H 0.344 0.197 4.036  0.33
H 1.371 -0.200 2.657  0.35
H -1.211 -1.888 3.466  0.33
H -0.180 -2.280 2.088  0.35
H -1.909 -1.954 1.832  0.24
C 4.074 2.934 5.683  -1.00
C 2.985 3.283 4.701  0.62
O 2.287 2.435 4.192  -0.49
C 2.808 4.748 4.388  -0.76
H 4.104 1.857 5.828  0.32
H 5.038 3.284 5.311  0.30
H 3.894 3.435 6.634  0.25
H 3.733 5.154 3.975  0.32
H 2.586 5.295 5.303  0.08
H 2.001 4.873 3.669  0.33
C -3.206 3.317 2.510  -1.00
C -4.340 3.786 1.632  0.86
O -5.139 3.010 1.161  -0.56
C -4.423 5.269 1.361  -1.19
H -3.247 2.237 2.620  0.16
H -2.248 3.591 2.065  0.32
H -3.272 3.793 3.491  0.41
H -3.506 5.611 0.877  0.33
H -4.532 5.816 2.300  0.34
H -5.273 5.479 0.718  0.31
C 5.868 7.854 7.765  -1.18
C 4.711 7.268 6.995  0.84
O 4.631 6.081 6.773  -0.48
C 3.661 8.241 6.515  -1.03
H 6.554 7.062 8.055  0.29
H 6.395 8.586 7.151  0.33
H 5.503 8.365 8.657  0.33
H 4.114 8.986 5.859  0.33
H 3.222 8.765 7.365  0.33
H 2.880 7.711 5.974  0.22
C 4.626 -6.793 -2.407  -1.16
C 3.549 -5.886 -2.944  0.83
O 2.900 -6.183 -3.922  -0.53
C 3.318 -4.589 -2.210  -1.05
H 4.694 -7.688 -3.021  0.30
H 5.586 -6.274 -2.410  0.33
H 4.399 -7.073 -1.377  0.34
H 4.233 -3.995 -2.206  0.32
H 3.043 -4.792 -1.173  0.34
H 2.526 -4.022 -2.694  0.25

Results
SMILES string = O=[PH2]C(=O)O[C@H](CCO)CC(=O)F.CC(C)=O.CC(C)=O.CC(C)=O.CC(C)=O.CC(C)=O.CC(C)=O
E_HOMO = -9.072 eV
orbital gap = 9.59 eV


Computed, not measured: a molecular structure, C6H8N at a distorted geometry, with wB97M-V/def2-TZVPD.

Last column: natural (NBO) charge in e.
Geometry (Å):
C -0.784 -1.552 -0.342  -0.19
C -1.364 -0.384 -0.318  0.24
C -1.692 0.903 0.120  -0.19
C 1.573 -0.379 -0.036  -0.42
C 0.862 0.945 -0.370  -0.21
C 0.273 -0.996 0.505  0.06
N -0.258 0.483 0.398  -0.27
H -1.178 -2.502 -0.499  0.27
H -1.712 1.710 -0.665  0.28
H -2.298 1.022 0.901  0.25
H 2.263 -0.781 -0.805  0.27
H 2.147 -0.136 0.908  0.24
H 1.151 1.722 0.192  0.22
H 0.723 1.254 -1.449  0.22
H 0.294 -1.309 1.460  0.23

Results
E_HOMO = -15.120 eV
orbital gap = 11.46 eV
total charge = +1


Computed, not measured: 8 unconnected molecules or ions with the total composition C42H47ClN2O12 at a distorted geometry, with wB97M-V/def2-TZVPD.

Last column: Mulliken charge in e.
Geometry (Å):
C 0.691 1.599 -1.304  -0.78
C 0.169 0.086 -1.385  -0.57
N -0.774 -0.266 -0.207  0.54
C -2.060 0.172 -0.074  -0.91
C -2.589 -0.154 1.134  -0.27
N -1.613 -0.771 1.731  0.44
C -0.494 -0.879 0.969  -0.51
C -1.731 -1.579 3.044  -0.86
H 1.190 1.866 -2.276  0.28
H 1.213 1.924 -0.468  0.29
H -0.050 2.405 -1.270  0.27
H 0.883 -0.610 -1.524  0.48
H -0.463 -0.039 -2.368  0.03
H -2.603 0.756 -0.642  0.63
H -3.570 -0.057 1.536  0.63
H 0.473 -1.390 1.188  0.45
H -0.940 -1.257 3.802  0.13
H -1.571 -2.691 3.060  0.08
H -2.575 -1.491 3.412  0.62
Cl -3.446 3.042 -2.083  -0.74
C -0.203 1.581 -7.620  -0.52
C -1.436 1.208 -6.917  -0.76
C -1.725 1.719 -5.617  0.31
C -0.681 2.459 -5.010  0.14
C 0.521 2.791 -5.645  -0.46
C 0.826 2.356 -7.016  0.12
O 1.887 2.689 -7.690  -0.52
O -2.852 1.452 -4.888  -0.59
H 0.140 1.164 -8.522  0.45
H -2.119 0.572 -7.371  0.48
H -0.837 3.014 -4.053  0.08
H 1.299 3.167 -5.168  0.62
H 2.563 2.580 -7.161  0.33
H -3.003 2.315 -4.143  0.22
C -4.665 -0.931 5.553  -0.65
C -4.638 -2.588 5.265  -0.59
C -3.460 -3.168 5.668  0.65
C -2.501 -2.438 6.408  -0.66
C -2.558 -1.067 6.565  -0.72
C -3.579 -0.370 6.019  0.57
O -3.437 0.988 6.331  -0.54
O -3.382 -4.513 5.360  -0.57
H -5.725 -0.391 5.389  0.26
H -5.413 -3.085 4.784  0.54
H -1.631 -2.837 6.823  0.34
H -1.768 -0.654 6.967  0.76
H -2.629 1.193 6.362  0.24
H -2.516 -4.796 5.734  0.30
C 1.568 5.645 1.407  -0.49
C 1.209 5.436 -0.006  -0.72
C -0.169 5.273 -0.317  0.06
C -1.115 5.093 0.697  -0.31
C -0.753 5.304 2.059  -0.48
C 0.641 5.530 2.416  0.64
O 1.042 5.685 3.768  -0.51
O -0.412 4.964 -1.597  -0.50
H 2.618 5.924 1.640  0.27
H 2.021 5.510 -0.574  0.67
H -2.125 4.739 0.577  0.49
H -1.609 5.063 2.756  0.42
H 1.794 6.145 3.948  0.27
H -1.194 4.504 -1.460  0.11
C 1.779 -0.506 4.494  -0.60
C 0.731 0.617 4.867  -0.29
C 0.395 1.645 4.024  0.38
C 1.040 1.658 2.689  -0.48
C 2.018 0.798 2.337  -1.21
C 2.376 -0.306 3.222  0.65
O 3.371 -1.180 2.921  -0.61
O -0.487 2.558 4.407  -0.54
H 2.102 -1.285 5.192  0.45
H 0.110 0.430 5.853  0.09
H 0.646 2.336 2.107  1.13
H 2.480 0.907 1.426  0.51
H 4.047 -1.081 2.185  0.34
H -0.511 3.156 3.529  0.17
C 2.012 -3.026 -4.677  -0.70
C 2.372 -2.151 -3.472  0.33
C 2.798 -0.874 -3.734  0.05
C 2.671 -0.315 -5.012  0.20
C 2.316 -1.049 -6.128  -0.39
C 2.041 -2.480 -5.948  0.71
O 1.618 -3.311 -6.999  -0.52
O 3.065 -0.006 -2.668  -0.58
H 1.943 -4.085 -4.401  0.41
H 2.398 -2.724 -2.440  -0.57
H 3.138 0.778 -5.237  0.14
H 2.292 -0.545 -7.219  0.17
H 1.070 -3.908 -6.735  0.27
H 3.573 -0.373 -1.823  0.38
C 2.325 -3.949 0.371  -0.32
C 2.283 -4.721 -1.017  -0.85
C 1.147 -5.300 -1.321  0.58
C 0.076 -5.400 -0.389  -0.18
C 0.086 -4.786 0.887  -0.32
C 1.231 -4.091 1.258  0.22
O 1.090 -3.289 2.424  -0.37
O 0.714 -5.899 -2.482  -0.51
H 3.203 -3.252 0.516  0.32
H 3.024 -4.550 -1.909  0.41
H -1.028 -5.846 -0.754  0.19
H -0.898 -4.773 1.476  0.26
H 1.871 -3.089 2.812  0.31
H 1.338 -6.626 -2.629  0.36

Results
E_HOMO = -7.070 eV
orbital gap = 6.38 eV


Computed, not measured: a single C7H10O2 molecule at a distorted geometry, with wB97M-V/def2-TZVPD.

Last column: natural (NBO) charge in e.
Geometry (Å):
C -0.822 0.730 -1.506  -0.09
C -0.601 -0.903 -1.336  -0.47
C -0.969 -1.202 0.242  -0.26
C 0.153 -1.400 1.050  0.10
C 1.752 0.160 0.232  -0.07
C 0.886 1.235 1.074  -0.38
C -0.486 1.444 0.882  0.14
H -1.739 0.911 -2.241  0.20
H -0.003 1.429 -1.859  0.20
H -1.168 -1.800 -2.082  0.24
H 0.480 -1.053 -1.454  0.21
H -2.100 -1.515 0.610  0.26
H 0.061 -1.554 2.155  0.20
H 2.835 0.486 0.476  0.20
H 1.502 0.206 -0.850  0.16
H 1.346 0.985 2.203  0.22
H -1.290 1.496 1.850  0.22
O 1.466 -0.929 0.846  -0.53
O -1.304 1.274 -0.292  -0.55

Results
SMILES string = C1=C\OC/C=C\OCC/1
E_HOMO = -8.647 eV
orbital gap = 9.53 eV


Computed, not measured: 2 unconnected molecules or ions with the total composition C4H5BrFO2 at a distorted geometry, with wB97M-V/def2-TZVPD.

Last column: natural (NBO) charge in e.
Geometry (Å):
C -2.896 -1.634 -0.187  0.69
C -1.450 0.650 -0.874  -0.71
C 1.632 -0.009 0.863  -0.32
C -1.970 -0.403 0.071  0.27
O -3.862 -1.121 -0.802  -0.75
O -2.534 -2.800 0.061  -0.74
F -2.268 0.185 1.300  -0.40
Br 3.547 0.266 0.503  -0.05
H -0.464 0.194 -1.185  0.20
H -1.520 1.554 -0.419  0.21
H -2.187 0.587 -1.766  0.23
H 1.478 -0.606 1.750  0.18
H 1.097 -0.308 -0.040  0.19

Results
E_HOMO (alpha / beta) = -4.394 / -2.675 eV
orbital gap (alpha / beta) = 7.05 / 4.58 eV
total charge = -1


Here are the calculated relative energy (zero: lowest compared OMol25 entry of this formula, charge and spin) numbers, same order: 76.8 0.0 154.9 58.0 155.9 79.6 (kcal per mole).
Here are the calculated E numbers, same order: -8728.3487 -60162.1852 -7828.9722 -84374.2228 -11509.0977 -81081.1640 (eV).